Entry 1:
{
  "formula": "C8H11BF4LaN7S",
  "method": "ωB97M-V/def2-TZVPD",
  "elements": ["La", "S", "F", "F", "F", "F", "N", "N", "N", "N", "N", "N", "N", "C", "C", "C", "C", "C", "C", "C", "C", "B", "H", "H", "H", "H", "H", "H", "H", "H", "H", "H", "H"],
  "positions_angstrom": [[0.3081, 0.0407, -0.2887], [1.8805, 2.2781, -0.7657], [1.4263, 1.5599, 3.8987], [1.9527, -0.6802, 3.7623], [0.6988, 0.2942, 1.6558], [-0.2484, -0.0264, 4.0806], [3.2442, 2.0928, 1.5082], [-0.3033, -0.6750, -2.6364], [-1.1645, -2.1239, -0.3530], [-0.8223, -1.1374, -4.6747], [1.4368, 3.5009, 1.5887], [-1.4611, -2.0844, -3.9519], [-2.8285, -4.3204, -0.6142], [-1.5840, -2.5390, -1.5561], [-2.4055, -3.9122, 0.5808], [2.1886, 2.6432, 0.9171], [-2.4152, -3.6332, -1.6828], [-0.1424, -0.3088, -3.9049], [0.2491, 4.2174, 1.0915], [-1.1289, -1.7798, -2.7322], [-1.5756, -2.8160, 0.7130], [1.0320, 0.2725, 3.8849], [0.4878, 4.7955, 0.2051], [1.6658, 3.6402, 2.5604], [-1.2382, -2.4888, 1.6869], [-0.9072, -1.1317, -5.6781], [3.4590, 2.2548, 2.4815], [-2.7532, -3.9591, -2.6603], [-0.0825, 4.8910, 1.8761], [3.8814, 1.5426, 0.9690], [0.4455, 0.5215, -4.2693], [-0.5603, 3.5374, 0.8590], [-2.7355, -4.4665, 1.4485]],
  "mulliken_charge": [2.06, -0.44, -0.25, -0.25, -0.72, -0.23, -0.29, -0.60, -0.44, 0.15, -0.14, -0.52, -0.48, 0.64, -0.34, 0.47, -0.07, -0.12, -0.89, 0.08, -0.08, 0.79, 0.36, 0.26, 0.44, 0.20, 0.18, 0.48, 0.36, 0.24, 0.47, 0.26, 0.40],
  "e_homo_ha": -0.597,
  "total_charge": 2,
  "gap_ev": 8.768,
  "e_lumo_ha": -0.275
}

***

Entry 2:
{
  "formula": "C8H11BrN5O",
  "method": "ωB97M-V/def2-TZVPD",
  "elements": ["Br", "O", "N", "N", "N", "N", "N", "C", "C", "C", "C", "C", "C", "C", "C", "H", "H", "H", "H", "H", "H", "H", "H", "H", "H", "H"],
  "positions_angstrom": [[-2.8945, 2.1956, -3.1258], [0.8583, 1.1519, 2.4988], [2.1807, -0.8225, 1.7709], [2.5159, -0.8445, 0.5140], [0.6623, 0.2550, 0.3191], [1.8810, -0.1679, -0.2189], [2.7455, -1.9144, 2.4975], [0.5092, 0.2196, 1.6609], [-1.0310, 1.0851, -1.2937], [-2.8550, -0.3685, -1.9414], [-2.2740, -1.4249, -1.2309], [-2.1728, 0.8339, -1.9911], [-0.4517, 0.0621, -0.4829], [-0.4139, 2.4129, -1.4770], [-1.0590, -1.2117, -0.5519], [-0.5051, -0.2532, 1.9004], [1.7234, 1.6557, 2.1843], [-1.1174, 3.2717, -1.3712], [-0.1711, 2.7134, -2.6471], [0.4724, 2.7128, -1.0142], [3.4720, -2.4116, 1.9635], [-3.8996, -0.4241, -2.2903], [-2.6415, -2.4336, -1.4448], [1.9850, -2.5958, 2.6412], [-0.7917, -2.1832, -0.1824], [3.2728, -1.5135, 3.3130]],
  "mulliken_charge": [-0.13, -0.46, 0.06, -0.21, 0.56, -0.42, -0.33, -0.06, 0.84, -0.42, -0.77, 0.20, -0.20, -1.80, -0.13, 0.44, 0.43, 0.45, 0.35, 0.43, 0.38, 0.39, 0.36, 0.34, 0.35, 0.36],
  "e_homo_ha": -0.438,
  "total_charge": 1,
  "relative_energy_kj_mol": 230.1,
  "gap_ev": 8.200,
  "e_lumo_ha": -0.137
}

***

Entry 3:
{
  "formula": "C8H11Cl2NSi",
  "method": "ωB97M-V/def2-TZVPD",
  "elements": ["Cl", "Cl", "Si", "N", "C", "C", "C", "C", "C", "C", "C", "C", "H", "H", "H", "H", "H", "H", "H", "H", "H", "H", "H"],
  "positions_angstrom": [[2.7268, -0.3055, -1.6436], [3.4681, -0.3280, 1.5264], [2.0018, -0.0258, 0.1421], [0.0673, -2.1821, 1.1177], [-1.0455, 2.5301, -0.8861], [-0.7795, -2.5360, 0.0642], [-0.0084, 1.6823, -0.9087], [0.3275, 1.8903, 1.4707], [-0.1367, -3.2800, -1.1720], [0.7127, 1.3072, 0.2438], [-1.2808, 3.2550, 0.3207], [-0.4672, 3.0347, 1.4278], [-1.6733, 2.6457, -1.7580], [-1.4219, -1.7087, -0.2884], [-1.8999, 4.2086, 0.2144], [-0.9533, 3.3967, 2.3252], [0.7188, -3.0028, 1.1622], [0.2351, 1.0665, -1.7678], [-1.0107, -3.6602, -1.7886], [0.5858, -4.0115, -0.9575], [0.4753, -2.5771, -1.6895], [-1.6067, -3.2118, 0.4727], [0.9648, 1.8124, 2.3722]],
  "mulliken_charge": [-0.20, -0.26, 0.47, -0.47, -0.49, -0.40, -0.33, -0.47, -0.95, 0.71, -0.21, -0.59, 0.37, 0.29, 0.29, 0.30, 0.22, 0.29, 0.29, 0.38, 0.20, 0.31, 0.26],
  "e_homo_ha": [-0.321, -0.251],
  "total_charge": 0,
  "relative_energy_kj_mol": 366.9,
  "gap_ev": [8.382, 6.640],
  "e_lumo_ha": [-0.013, -0.007]
}

***

Entry 4:
{
  "formula": "C8H11ClN2Si",
  "method": "ωB97M-V/def2-TZVPD",
  "elements": ["Cl", "Si", "N", "N", "C", "C", "C", "C", "C", "C", "C", "C", "H", "H", "H", "H", "H", "H", "H", "H", "H", "H", "H"],
  "positions_angstrom": [[0.4537, -3.8987, 3.1461], [1.7425, -1.2014, 1.9921], [2.3915, -0.2183, 3.2444], [2.2634, -2.7458, 1.6589], [-1.5736, 0.9711, -3.2013], [-0.8520, 0.1761, -2.3768], [-1.1549, 1.7480, -0.5727], [-0.6038, 0.4901, -1.0138], [-2.2163, 2.0469, -2.6894], [0.6261, -0.0930, 1.0387], [0.1178, -0.3789, -0.1627], [-1.9987, 2.4935, -1.3921], [2.3239, -2.9494, 0.6949], [0.2743, -1.3208, -0.7500], [2.7483, -0.9251, 3.9315], [0.4012, 0.8855, 1.4458], [-2.3555, 3.4761, -1.0098], [-0.4655, -0.9069, -2.7494], [-0.9986, 1.9588, 0.4677], [-1.6025, 0.8095, -4.2798], [-2.9080, 2.5490, -3.2539], [1.8365, 0.5140, 3.6144], [1.5502, -3.4801, 2.2171]],
  "mulliken_charge": [-0.63, 0.38, -0.49, -0.54, -0.56, -0.25, -0.28, 0.85, -0.34, -0.20, -0.16, -0.68, 0.24, 0.18, 0.26, 0.15, 0.31, 0.10, 0.25, 0.36, 0.45, 0.28, 0.32],
  "e_homo_ha": -0.321,
  "total_charge": 0,
  "relative_energy_kj_mol": 247.6,
  "gap_ev": 7.798,
  "e_lumo_ha": -0.035
}

***

Entry 5:
{
  "formula": "C8H11ClNPS",
  "method": "ωB97M-V/def2-TZVPD",
  "elements": ["Cl", "S", "P", "N", "C", "C", "C", "C", "C", "C", "C", "C", "H", "H", "H", "H", "H", "H", "H", "H", "H", "H", "H"],
  "positions_angstrom": [[-2.0319, -4.6919, -2.4092], [0.5036, -1.5108, -2.2571], [0.1980, 0.3323, -1.5009], [-1.4561, 0.3448, -0.7768], [-1.9248, 0.9925, 0.2939], [1.1965, 0.4172, 0.0355], [2.4964, 0.6976, 2.4138], [-2.4493, -0.0633, -1.7301], [1.4223, 1.6941, 0.5305], [1.5775, -0.7113, 0.6977], [2.1806, -0.5057, 1.9537], [2.0947, 1.8701, 1.7355], [2.4450, -1.5252, 2.4229], [-1.9631, -0.2157, -2.6667], [-3.2984, 0.7470, -1.7551], [1.2445, -1.6580, 0.4575], [-2.9530, 0.7467, 0.5122], [0.8136, 2.5085, 0.1131], [-1.1564, 1.4981, 0.9681], [-2.9867, -1.0535, -1.4318], [3.1554, 0.8600, 3.2264], [2.4354, 2.8457, 2.0471], [-1.5436, -3.6189, -2.8802]],
  "mulliken_charge": [-0.25, -0.49, -0.05, 0.14, -0.30, 0.42, -0.40, -1.03, -0.44, -0.45, -0.44, -0.52, 0.23, 0.38, 0.38, 0.48, 0.35, 0.45, 0.23, 0.28, 0.39, 0.40, 0.21],
  "e_homo_ha": [-0.269, -0.269],
  "total_charge": 0,
  "relative_energy_kj_mol": 227.4,
  "gap_ev": [6.149, 6.151],
  "e_lumo_ha": [-0.043, -0.043]
}

***

Entry 6:
{
  "formula": "C8H11ClO2",
  "method": "ωB97M-V/def2-TZVPD",
  "elements": ["Cl", "O", "O", "C", "C", "C", "C", "C", "C", "C", "C", "H", "H", "H", "H", "H", "H", "H", "H", "H", "H", "H"],
  "positions_angstrom": [[2.0858, 2.4086, -0.0152], [1.2557, 0.5078, -1.5635], [1.8087, -1.6252, -1.6355], [0.9467, -0.2742, 1.4643], [-0.2656, 0.1126, 0.7340], [-0.2531, 2.3906, -1.6247], [1.2782, -0.7833, -1.0570], [-0.2121, -2.3263, 0.1252], [-1.5835, -0.0526, 1.2711], [0.3925, -0.9974, 0.1422], [0.9826, 1.6536, -1.0040], [-0.8861, 2.8774, -0.8469], [0.3133, -3.2393, -0.0114], [-0.8818, 1.7475, -2.2330], [-1.0139, -2.3103, -0.5718], [-1.8037, 0.4883, 2.1885], [-0.8230, -2.3664, 1.0841], [-2.3692, 0.1436, 0.4933], [-1.6728, -1.1237, 1.5458], [0.7091, -0.6991, 2.4521], [1.9442, 0.2252, 1.4009], [0.0481, 3.2426, -2.3388]],
  "mulliken_charge": [-0.14, -0.30, -0.48, -0.92, 0.50, -1.07, 0.14, -1.66, -1.39, 1.36, 0.58, 0.29, 0.38, 0.32, 0.42, 0.31, 0.32, 0.25, 0.33, 0.32, 0.14, 0.33],
  "e_homo_ha": [-0.286, -0.271],
  "total_charge": 0,
  "relative_energy_kj_mol": 289.3,
  "gap_ev": [8.310, 7.472],
  "e_lumo_ha": [0.020, 0.003]
}

***

Entry 7:
{
  "formula": "C8H11F2NO",
  "method": "ωB97M-V/def2-TZVPD",
  "elements": ["F", "F", "O", "N", "C", "C", "C", "C", "C", "C", "C", "C", "H", "H", "H", "H", "H", "H", "H", "H", "H", "H", "H"],
  "positions_angstrom": [[-2.3505, -1.7032, 0.7807], [-2.4402, -1.2311, -1.3896], [2.2474, -1.3559, 0.4934], [-1.9251, 0.6581, 1.4596], [-1.7858, -1.0229, -0.1940], [1.6976, -0.1229, 0.6503], [-1.7584, 0.4866, 0.0961], [-1.7458, 1.4390, -0.7993], [1.3864, 0.3105, 1.9225], [1.9097, -0.5212, -1.5696], [1.7297, 0.6202, -0.6822], [2.1977, -1.6341, -0.8962], [-2.6459, 0.0894, 1.9181], [1.6682, -0.4421, -2.6712], [-1.6404, 1.2297, -1.9049], [2.4222, 1.4578, -0.7060], [0.8862, 1.1524, 2.2148], [-1.7902, 1.6657, 1.6881], [-0.7553, -1.4829, -0.3246], [2.3328, -2.6301, -1.1259], [0.7886, 1.0683, -1.0484], [1.4321, -0.4673, 2.6577], [-1.8611, 2.4359, -0.5694]],
  "mulliken_charge": [-0.30, -0.28, -0.41, -0.45, 0.68, 0.55, 0.70, -1.26, -1.07, -0.41, 0.13, -0.47, 0.23, 0.29, 0.26, 0.35, 0.35, 0.23, -0.13, 0.52, -0.08, 0.25, 0.33],
  "e_homo_ha": -0.296,
  "smiles": "C=C(N)C(F)F.C=C1CC=CO1",
  "total_charge": 0,
  "relative_energy_kj_mol": 110.8,
  "gap_ev": 8.950,
  "e_lumo_ha": 0.033
}

***

Entry 8:
{
  "formula": "C8H11F4P",
  "method": "ωB97M-V/def2-TZVPD",
  "elements": ["P", "F", "F", "F", "F", "C", "C", "C", "C", "C", "C", "C", "C", "H", "H", "H", "H", "H", "H", "H", "H", "H", "H", "H"],
  "positions_angstrom": [[2.0036, -0.6383, -1.6742], [-1.9682, -2.7791, -0.3628], [0.2825, -1.7122, 1.0724], [-1.5161, -1.0160, 1.9336], [4.0044, -0.0829, -0.0849], [-1.4388, 1.5189, 0.7996], [-0.8021, -0.9993, 0.7535], [0.8467, 0.7592, 1.5111], [-0.3166, 0.5663, 0.5691], [2.6384, 0.0278, -0.0854], [2.1349, 0.5899, 1.0784], [-1.3953, -1.5345, -0.4597], [-1.9746, -0.5991, -1.5223], [-1.0560, 2.5981, 1.0558], [2.9695, -1.5934, -2.0968], [0.6191, 0.8834, 2.5660], [-2.0802, 1.7527, -0.1544], [-1.4133, 0.1957, -1.8596], [-2.1863, -1.2260, -2.3806], [0.1455, 0.7856, -0.5301], [2.8411, 0.9104, 1.8146], [2.7716, 0.3014, -2.3512], [-2.2591, 1.4193, 1.4799], [-2.8508, -0.1280, -1.0718]],
  "mulliken_charge": [-0.19, -0.28, -0.28, -0.33, -0.27, -1.56, 1.14, -1.10, 0.94, 0.02, -0.10, 0.16, -1.27, 0.36, 0.09, 0.38, 0.29, 0.41, 0.37, 0.09, 0.36, 0.06, 0.36, 0.35],
  "e_homo_ha": [-0.288, -0.324],
  "total_charge": 0,
  "relative_energy_kj_mol": 103.7,
  "gap_ev": [7.650, 8.158],
  "e_lumo_ha": [-0.007, -0.024]
}

***

Entry 9:
{
  "formula": "C8H11KN3O4S",
  "method": "ωB97M-V/def2-TZVPD",
  "elements": ["K", "S", "O", "O", "O", "O", "N", "N", "N", "C", "C", "C", "C", "C", "C", "C", "C", "H", "H", "H", "H", "H", "H", "H", "H", "H", "H", "H"],
  "positions_angstrom": [[27.5962, -0.2141, 35.5726], [30.8794, -0.8277, 37.6029], [31.2698, 0.4753, 37.0038], [31.2164, -0.9408, 38.9795], [29.4349, -0.9619, 37.3591], [31.5983, -1.8696, 36.8584], [29.2170, 2.0610, 36.5208], [26.4796, -2.8950, 34.8962], [25.2774, 0.3259, 37.3298], [25.1296, 1.7926, 39.5156], [28.3122, 2.4886, 37.4496], [27.7503, 3.3694, 35.4196], [27.3946, 3.3165, 36.7367], [25.2338, 0.9759, 38.2958], [28.8978, 2.5899, 35.2826], [26.6790, -3.6776, 34.0791], [26.9811, -4.7203, 33.0588], [26.5710, 3.7818, 37.2580], [28.3856, 2.1011, 38.4550], [27.9813, -5.1536, 33.0555], [26.9508, -4.3382, 32.0385], [27.2426, 3.9782, 34.6862], [29.5770, 2.4120, 34.4620], [26.2223, -5.5019, 33.0234], [29.8850, 1.3227, 36.6905], [25.7592, 1.4769, 40.3474], [24.0649, 1.8541, 39.7408], [25.5690, 2.7416, 39.2084]],
  "mulliken_charge": [0.89, 1.18, -0.90, -0.71, -0.77, -0.80, 0.18, -0.44, -0.51, -0.67, -0.41, -0.57, -0.22, 0.43, -0.76, 0.44, -0.80, 0.33, 0.43, 0.29, 0.27, 0.42, 0.42, 0.27, 0.25, 0.29, 0.30, 0.19],
  "e_homo_ha": -0.107,
  "total_charge": -1,
  "relative_energy_kj_mol": 75.6,
  "gap_ev": 4.736,
  "e_lumo_ha": 0.067
}

***

Entry 10:
{
  "formula": "C8H11N2O",
  "method": "ωB97M-V/def2-TZVPD",
  "elements": ["O", "N", "N", "C", "C", "C", "C", "C", "C", "C", "C", "H", "H", "H", "H", "H", "H", "H", "H", "H", "H", "H"],
  "positions_angstrom": [[-1.4084, 1.0545, -0.8804], [2.2166, 1.3977, 0.1447], [-0.9213, -2.2043, 0.5300], [-0.0413, -1.3157, 0.9506], [-2.0780, 0.6332, 0.1289], [0.8461, -0.5302, 0.2476], [-2.5289, 1.2721, 1.1731], [2.3076, -0.1493, -1.7040], [1.3403, -0.9338, -1.0325], [1.2647, 0.6635, 0.6952], [2.6638, 1.0600, -1.0142], [0.8486, 1.0856, 1.5655], [3.5413, 1.6360, -1.4835], [-3.2646, 0.7683, 1.7417], [-0.0829, -1.0045, 1.9782], [2.9005, -0.5071, -2.5445], [-2.4730, -0.3648, -0.1204], [-2.1935, 2.2670, 1.3520], [-1.2969, 2.0723, -0.9303], [-1.7331, -2.6182, 0.9639], [0.9860, -1.9215, -1.3431], [-0.8936, -2.3607, -0.4186]],
  "mulliken_charge": [-0.43, -0.50, -0.23, -0.08, 0.12, 0.58, -0.83, -0.63, -0.21, -0.31, -0.12, 0.46, 0.32, 0.28, 0.41, 0.40, 0.33, 0.26, 0.34, 0.29, 0.36, 0.19],
  "e_homo_ha": -0.466,
  "total_charge": 1,
  "relative_energy_kj_mol": 331.7,
  "gap_ev": 7.237,
  "e_lumo_ha": -0.200
}

***

E? In order: -1548.6237; -3234.0240; -1576.0178; -1170.6198; -1565.8523; -921.9320; -641.0524; -1052.0559; -1774.8595; -495.8562 hartree.
Max |F|? In order: 3.2; 5.1; 3.6; 4.7; 5.4; 5.0; 4.8; 5.1; 3.9; 5.5 eV/A.